No. 1
A 12-piece molecular cluster, C44H68Br4O30 overall at a distorted geometry, computed with the ωB97M-V functional and the def2-TZVPD basis.

Geometry (Å):
Br -0.73 -5.69 0.29
Br -6.55 5.54 0.78
Br -1.06 -4.59 -2.98
Br -3.60 2.06 1.56
O 3.43 4.83 -0.63
O -4.19 5.33 -1.80
O 9.07 -0.77 2.75
O 4.23 2.02 1.45
O 2.36 -4.74 4.89
O 4.21 5.91 -2.45
O 2.39 -1.29 0.25
O 1.73 5.17 -4.86
O -5.66 -0.10 -1.54
O -3.73 -3.55 2.50
O 7.45 -0.31 1.24
O 4.86 -4.38 -0.93
O -3.48 0.17 -1.30
O 6.85 -4.41 -1.91
O 2.19 6.43 -1.62
O -4.90 3.25 -2.32
O -2.13 -2.07 2.14
O 2.42 2.01 2.77
O 2.85 -6.10 3.22
O -1.67 -3.97 3.20
O 1.06 0.13 -0.85
O 7.20 -2.02 2.67
O -4.41 -1.68 -0.59
O 0.62 3.18 -4.47
O 4.40 1.79 3.70
O 0.45 -0.57 1.11
O -0.52 5.19 -4.65
O 3.43 -6.60 5.27
O 4.99 -4.44 -3.15
O -4.00 4.51 -3.89
C 0.03 1.04 -0.45
C 2.17 -4.99 2.58
C -4.37 4.48 -2.60
C 0.95 1.47 4.55
C 3.36 5.77 -1.64
C -4.45 -0.46 -1.14
C -4.10 -5.91 2.16
C 1.55 -4.28 3.77
C -4.64 2.31 -3.39
C 3.76 1.99 2.52
C -2.45 -3.08 2.58
C 8.02 -1.01 2.26
C -2.38 2.76 -4.55
C 4.76 -2.19 2.38
C 2.16 4.75 -0.02
C 2.76 -5.22 -3.73
C 3.56 -4.29 -2.87
C -5.90 3.72 0.96
C 1.45 -2.77 3.77
C -6.59 -1.16 -1.23
C 1.38 6.51 -5.23
C -2.45 -4.98 3.81
C 1.42 6.04 -0.44
C -6.22 -3.04 0.43
C 3.49 -4.33 -1.32
C -5.69 -2.31 -0.77
C 0.62 4.38 -4.70
C 2.15 2.29 4.17
C -3.84 -4.79 3.16
C -0.01 5.76 -0.77
C -3.82 3.17 -4.40
C -4.65 3.73 1.77
C 6.12 -2.23 1.71
C -0.21 -3.61 -1.53
C 1.39 -0.66 0.16
C -0.78 1.45 -1.63
C 3.46 1.78 4.79
C -0.15 6.56 -4.95
C -0.67 0.23 0.65
C 6.33 -1.08 0.70
C -0.65 7.46 -3.83
C 2.94 -5.89 4.54
C -0.85 -3.84 -0.22
C 5.69 -4.36 -2.00
H -1.40 -0.42 0.16
H 6.32 -3.14 1.14
H -4.05 1.50 -2.98
H -5.58 -3.06 -1.56
H 1.58 3.91 -0.40
H -1.72 7.44 -3.71
H 6.56 -1.38 -0.32
H -0.38 -3.25 0.57
H 4.61 -1.15 2.66
H 2.70 -6.22 -3.30
H -1.18 0.61 1.53
H 1.77 -4.77 -3.93
H 2.22 4.87 1.06
H 3.79 2.38 5.64
H 2.95 -3.48 -0.93
H -2.44 -4.91 4.91
H -7.03 -3.67 0.06
H -0.42 5.33 0.15
H 0.62 1.89 -0.10
H 0.63 1.55 5.59
H 1.04 -2.46 2.80
H 1.17 0.40 4.43
H -6.70 3.17 1.45
H -3.98 4.49 1.41
H 2.44 -2.32 3.83
H -2.15 1.70 -4.33
H 3.37 -3.24 -3.16
H 1.94 7.20 -4.58
H 5.49 -0.37 0.59
H -5.50 -3.72 0.91
H 1.59 6.80 0.33
H -0.59 6.63 -1.04
H 0.83 -3.91 -1.49
H 2.03 3.36 4.29
H 0.10 1.65 3.90
H -1.06 0.62 -2.28
H -7.06 -1.49 -2.15
H -4.54 -4.90 3.99
H -3.45 -5.92 1.29
H -1.89 -3.54 -0.29
H 1.47 -5.49 1.93
H -4.30 3.20 -5.39
H -6.44 -2.40 1.29
H -1.83 3.22 -3.72
H 0.77 -2.44 4.54
H -1.75 1.85 -1.34
H -5.58 2.01 -3.86
H -5.72 3.24 0.00
H -0.07 5.04 -1.59
H 3.05 -5.30 -1.06
H -0.22 -2.58 -1.90
H 2.89 -4.35 2.10
H -0.56 7.00 -5.88
H -4.32 -6.90 2.55
H -5.11 -5.67 1.77
H 4.79 -2.91 3.20
H 3.37 0.75 5.16
H 0.55 -4.65 4.02
H -0.24 2.23 -2.17
H -2.02 -5.97 3.63
H 4.02 -2.58 1.69
H -0.04 7.28 -2.93
H -0.30 8.51 -3.87
H -7.24 -0.85 -0.41
H 3.11 -5.31 -4.76
H -4.79 3.76 2.84
H -1.89 2.86 -5.51
H 1.58 6.84 -6.26

The structure (SMILES) is C[C@H]1COC(=O)O1.C[C@H]1COC(=O)O1.C[C@H]1COC(=O)O1.C[C@H]1COC(=O)O1.C[C@H]1COC(=O)O1.C[C@H]1COC(=O)O1.C[C@H]1COC(=O)O1.C[C@H]1COC(=O)O1.C[C@H]1COC(=O)O1.C[C@H]1COC(=O)O1.BrCCBr.BrCCBr. For the energy relative to the best compared isomer or geometry (same formula, charge and spin), the calculation gives 64.3 kcal per mole.

No. 2
A 4-piece molecular cluster, C44H69ClFN5O4S overall at a distorted geometry, computed with the ωB97M-V functional and the def2-TZVPD basis.

Geometry (Å):
Cl 1.61 3.39 1.40
S -0.77 -1.48 1.97
F 4.70 -2.62 0.08
O -1.65 -4.43 -2.66
O -3.40 2.83 1.00
O -6.20 2.61 -1.35
O -3.66 -1.48 -0.32
N -3.24 -0.01 1.50
N -4.18 -7.83 2.85
N 2.19 0.83 -3.62
N 5.99 4.67 2.07
N 1.59 0.47 1.89
C 1.82 -0.41 -4.28
C -3.88 -6.44 3.17
C 5.03 3.46 0.14
C -0.80 5.22 -2.82
C 0.87 -1.84 1.35
C 0.73 2.38 -5.04
C 0.31 0.98 1.64
C -2.03 5.81 -3.08
C 1.84 -0.84 1.42
C -1.14 4.47 0.93
C 0.13 1.03 -2.12
C -5.58 -8.21 2.93
C 8.44 5.06 2.72
C -1.40 4.90 -0.51
C 2.10 2.03 -4.43
C -2.61 5.51 -0.79
C -3.47 -0.74 0.55
C -1.49 -4.69 -1.27
C 0.19 2.36 1.39
C 1.19 -3.08 0.81
C 3.13 -1.12 0.99
C -0.48 4.76 -1.55
C -5.14 3.32 -0.69
C 7.01 5.59 2.54
C 3.45 -2.35 0.49
C -5.76 4.32 0.29
C 6.46 2.44 3.25
C -4.18 -5.38 2.10
C -2.20 2.20 1.17
C -1.03 2.99 1.16
C -1.99 -8.19 1.72
C -2.95 5.95 -2.06
C 2.60 -0.66 -5.56
C 5.55 3.66 3.03
C -0.05 -4.36 -0.91
C 6.22 4.19 0.72
C -6.54 -7.70 1.85
C -4.27 2.27 0.00
C -0.84 0.25 1.64
C 2.49 -3.34 0.39
C -3.51 -8.35 1.68
C 1.65 0.95 -2.28
C 0.20 -4.22 0.62
C -2.08 0.85 1.41
H 2.29 1.06 1.46
H 6.43 5.06 0.09
H 2.10 1.83 -1.80
H -0.28 2.00 -2.40
H 2.75 -4.32 0.00
H -4.58 3.80 -1.48
H 5.37 4.15 3.98
H 7.30 2.67 3.91
H 9.12 5.90 2.83
H -2.57 -4.20 -2.83
H 4.57 3.29 2.71
H 4.82 2.52 0.67
H 8.77 4.48 1.85
H 4.13 4.08 0.17
H 0.65 -5.12 1.03
H -4.41 -6.18 4.09
H -3.32 5.64 0.02
H -4.98 1.61 0.51
H 0.50 4.32 -1.37
H 2.82 1.95 -5.24
H -1.54 -8.68 0.86
H -6.12 1.66 -1.19
H 3.90 -0.36 1.06
H 8.54 4.44 3.61
H 6.67 6.02 3.49
H 7.10 3.54 0.65
H -0.27 5.01 1.29
H 0.75 -0.47 -4.50
H 0.87 3.11 -5.85
H -3.73 -9.42 1.62
H -3.88 -7.91 0.74
H 5.22 3.20 -0.91
H 2.04 -1.23 -3.58
H 3.67 -0.64 -5.38
H -2.28 6.16 -4.07
H 6.86 2.04 2.32
H -1.98 4.83 1.52
H -0.73 -3.99 1.13
H -2.12 -4.01 -0.68
H -1.58 -8.64 2.62
H -0.10 5.15 -3.64
H 2.01 0.10 -1.70
H -3.73 1.67 -0.73
H -1.70 -7.14 1.69
H -5.61 -9.31 2.92
H 2.36 0.07 -6.34
H -5.96 -7.92 3.91
H -3.92 6.40 -2.22
H -7.48 -8.26 1.90
H 0.07 2.83 -4.31
H -3.87 -5.69 1.11
H 2.45 2.87 -3.83
H -0.12 0.92 -1.06
H 0.23 1.51 -5.47
H 0.65 -5.04 -1.39
H -6.84 4.25 0.25
H 2.34 -1.65 -5.96
H -2.83 -6.38 3.43
H -3.64 -4.46 2.34
H 7.04 6.42 1.84
H -5.51 5.34 -0.02
H -0.39 0.27 -2.70
H -5.43 4.17 1.32
H -6.14 -7.83 0.84
H -5.24 -5.14 2.07
H -6.79 -6.65 1.99
H -1.72 -5.74 -1.06
H 0.14 -3.37 -1.33
H 5.89 1.64 3.74

The structure (SMILES) is C[C@H](O)COc1c(Cc2ccccc2)c(Cl)c2c(c1N=C=O)Sc1c(CCCO)cc(F)cc1N2.CCN(CC)CC.CCN(CC)CC.CCN(CC)CC.

No. 3
A 13-piece molecular cluster, C44H70Br8O18 overall at a distorted geometry, computed with the ωB97M-V functional and the def2-TZVPD basis.

Geometry (Å):
Br 1.69 -6.71 4.51
Br -2.80 1.76 6.59
Br -0.52 -0.05 4.72
Br 1.14 4.76 0.04
Br 2.45 5.14 -3.20
Br -4.05 5.79 2.06
Br 2.65 -2.60 2.26
Br -0.36 3.53 3.98
O 0.93 1.26 -0.10
O -4.86 -0.11 4.14
O 3.28 3.21 3.54
O -1.20 -3.28 1.59
O 1.32 -0.45 -1.46
O -3.96 0.01 -3.12
O -1.24 2.00 -1.92
O 3.68 -5.13 -2.06
O 2.56 -5.22 -0.17
O 4.31 4.52 2.01
O 0.49 -2.84 -4.50
O -3.07 -1.21 -1.44
O 1.55 -3.34 -6.39
O 4.17 2.49 -3.26
O 6.39 2.80 -3.58
O -0.53 -5.38 0.88
O -3.33 2.54 -1.06
O -4.55 0.95 2.21
C -2.20 3.97 3.38
C 0.73 0.01 -0.50
C 3.06 1.81 3.76
C -2.25 3.88 -2.84
C -3.99 -0.50 -1.85
C 5.44 2.29 -2.97
C -1.67 -5.50 -1.27
C -0.69 -6.18 -0.29
C -1.15 -4.15 0.66
C 0.08 1.69 0.91
C 1.71 -4.09 3.18
C 2.70 -3.13 -1.43
C -2.38 2.78 -1.85
C -6.01 0.59 -2.23
C -3.72 -2.05 3.77
C -0.29 -0.61 0.42
C 5.50 1.47 -1.69
C -0.36 2.53 -2.88
C -4.42 -0.09 2.86
C -5.02 1.04 -3.30
C -1.20 -1.38 -5.20
C 3.30 1.89 -2.32
C -3.83 -1.41 2.41
C 4.12 0.76 -1.71
C -5.22 -0.13 -1.16
C -0.89 0.57 1.16
C 2.61 -5.23 3.61
C 3.84 -2.86 -2.44
C 4.07 -4.17 -3.08
C 2.97 -4.56 -1.08
C -0.77 3.96 -3.10
C -0.53 -2.01 -6.41
C -0.74 -2.30 -4.08
C -1.75 -4.06 -0.74
C -2.30 5.41 2.97
C -1.38 0.66 7.43
C 3.98 3.40 2.42
C 2.26 6.24 -0.57
C 0.58 -2.79 -5.81
C -4.79 -1.40 4.69
C 3.35 5.67 -1.50
C 3.62 1.05 2.57
C -0.22 0.73 6.47
C 4.13 2.10 1.66
H -4.54 2.01 -3.24
H -6.83 -0.06 -2.54
H -1.36 -3.19 -3.99
H 4.03 6.43 -1.90
H 3.77 0.63 -0.68
H 3.43 -4.42 -3.93
H -1.03 -1.16 -0.16
H -2.68 4.72 -2.29
H -0.42 1.94 -3.79
H -0.54 4.17 -4.15
H -2.15 6.05 3.85
H 4.00 -0.15 -2.30
H 2.97 2.61 -1.57
H -0.82 -0.38 -5.02
H -1.79 -0.30 7.74
H -1.31 -3.32 -1.41
H 2.87 0.39 2.15
H 6.24 0.66 -1.71
H -2.79 -3.74 -0.66
H 5.11 -4.28 -3.37
H -0.77 -1.85 -3.09
H -0.51 2.57 0.64
H -4.67 -1.84 1.86
H -1.22 1.19 8.36
H -2.87 -1.29 1.91
H 0.61 0.23 6.96
H -1.42 -5.58 -2.33
H 3.93 4.80 -1.19
H 5.62 2.16 -0.85
H -0.15 -1.25 -7.10
H -1.05 0.41 2.23
H -1.23 -2.66 -6.94
H 2.42 1.52 -2.84
H 2.65 -2.45 -0.58
H -5.54 0.95 -4.26
H 3.59 1.57 4.68
H -1.02 -7.17 0.03
H 1.66 6.95 -1.14
H 1.33 -3.56 4.05
H -2.29 -1.33 -5.22
H 1.80 -3.06 -2.03
H 4.79 -2.43 -2.15
H -1.86 0.83 0.75
H -5.01 0.55 -0.33
H 2.93 -5.65 2.65
H 3.32 -2.22 -3.15
H -2.75 -1.83 4.22
H 5.19 2.01 1.44
H 4.47 0.48 2.95
H -3.79 -3.13 3.75
H 0.66 2.45 -2.51
H 3.50 2.22 0.78
H 0.64 2.02 1.78
H -4.50 -1.40 5.75
H 0.28 -1.35 1.00
H -0.21 4.58 -2.41
H -6.56 1.42 -1.79
H -5.79 -1.83 4.67
H -1.55 5.79 2.28
H -2.61 3.27 2.65
H 3.38 -4.77 4.22
H 2.00 1.58 3.86
H -2.62 -6.02 -1.16
H 0.30 -6.28 -0.74
H -2.79 3.86 4.29
H 0.13 1.75 6.36
H -5.66 -1.09 -0.89
H 2.72 6.66 0.32
H -2.87 3.63 -3.70
H 0.81 -4.38 2.64

For the energy relative to the best compared isomer or geometry (same formula, charge and spin), the calculation gives 51.4 kcal per mole.

no.,electronic energy (eV),frontier orbital gap (eV),HOMO level (eV)
1,-388326.9651,9.94,-10.084
2,-88462.3157,8.37,-7.970
3,-643959.4400,9.94,-9.799